Record 1
Density functional theory data (ωB97M-V/def2-TZVPD) for C5H5N3O in the gas phase in a non-equilibrium geometry.

Computed properties:
HOMO (spin up / spin down), eV: -9.02 / -9.00
Gap between HOMO and LUMO (spin up / spin down), hartree: 0.28123 / 0.28738
Multiplicity: 1
Lowest unoccupied orbital energy (spin up / spin down), Ha: -0.05023 / -0.04322

Element x y z (Å)
1 C 0.13316 0.44804 0.99620
2 C -0.04764 0.93204 -0.40784
3 C -0.40384 0.04087 -1.34874
4 C -0.66174 -1.33363 -1.08161
5 C 0.18445 -1.71424 0.21498
6 N 0.04936 -0.77922 1.27171
7 N 0.43517 2.98520 0.56933
8 N 0.33676 2.34428 -0.46182
9 O 0.93408 4.03900 0.89482
10 H 0.04952 1.19683 1.79471
11 H -1.85062 -1.61337 -1.04635
12 H -0.36788 -2.11924 -1.83053
13 H -0.04468 -2.74494 0.61685
14 H 1.25390 -1.68162 -0.18170



Record 2
Density functional theory data (ωB97M-V/def2-TZVPD) for C33H74CdNO14Zn as an isolated structure in a non-equilibrium geometry.

Computed properties:
Net charge: +1
HOMO, eV: -7.25
Gap between HOMO and LUMO, hartree: 0.14784
Multiplicity: 1
Lowest unoccupied orbital energy, Ha: -0.11869

Element x y z (Å)
1 Zn 2.56236 2.97537 -2.76989
2 Cd -0.82979 -2.87893 1.22538
3 C 0.75533 -0.13330 3.83593
4 C 0.43643 -1.25215 4.86138
5 C 0.42165 -0.51259 6.23329
6 C -0.89748 0.20750 6.52561
7 C -2.05320 -0.75200 6.36666
8 C -2.14004 -1.43048 5.02530
9 N -0.82424 -1.93175 4.56711
10 O -0.85569 -2.48053 3.30767
11 C -2.71009 -0.46108 3.98049
12 C -3.09686 -2.63202 5.16848
13 C 1.55747 -2.26347 4.95626
14 H 1.75081 0.28479 4.02354
15 H 0.08070 0.72009 3.89118
16 H 0.79554 -0.51298 2.81157
17 H 1.11447 0.32763 6.11406
18 H 0.83576 -1.08310 7.06351
19 H -1.07696 1.14150 5.98993
20 H -0.78536 0.48340 7.57965
21 H -2.95064 -0.16457 6.58441
22 H -1.96904 -1.47733 7.18355
23 H -1.93320 0.19905 3.60141
24 H -3.55725 0.12751 4.34905
25 H -3.16760 -1.00059 3.14667
26 H -2.61994 -3.36905 5.82090
27 H -3.20881 -3.22689 4.25914
28 H -4.06292 -2.28770 5.53432
29 H 2.44644 -1.79277 5.38877
30 H 1.81185 -2.71513 3.99384
31 H 1.35273 -3.08848 5.64236
32 C 2.26051 -0.28363 -0.23477
33 C 1.10602 -0.89566 0.22461
34 C -0.26816 -0.33430 -0.08302
35 O -1.34724 -0.97009 0.16361
36 C -0.39934 0.86722 -0.72780
37 C 0.70710 1.61788 -1.13692
38 C 2.13176 0.90328 -0.95691
39 O 3.06705 1.44767 -1.61308
40 O 0.77982 2.65421 -1.82215
41 O 1.24003 -1.98988 0.85135
42 H 3.23800 -0.69204 -0.04269
43 H -1.41450 1.13373 -0.97931
44 C -0.38191 4.92028 -4.95038
45 C 0.59035 5.29072 -3.84566
46 O 1.83810 4.52171 -4.01455
47 H -0.24518 5.36940 -5.93438
48 H -1.36949 5.26415 -4.62863
49 H -0.47181 3.84250 -5.06648
50 H 0.16274 5.12450 -2.86254
51 H 0.93046 6.31285 -4.03656
52 H 2.18921 4.95984 -4.79880
53 C -2.40690 -1.26093 -4.05091
54 C -3.00651 -2.02978 -2.86736
55 O -2.61303 -3.41267 -2.97234
56 H -1.32150 -1.29417 -3.94677
57 H -2.80623 -0.24617 -4.08151
58 H -2.65968 -1.75967 -4.98745
59 H -4.10241 -1.98769 -2.90441
60 H -2.78466 -1.66166 -1.86531
61 H -2.92768 -3.71125 -3.83044
62 C 6.23545 0.78896 0.13939
63 C 6.24620 -0.69639 0.35909
64 O 6.83784 -0.92104 1.64470
65 H 7.18592 1.19456 -0.20150
66 H 5.92090 1.41190 0.98063
67 H 5.44297 1.01583 -0.58706
68 H 6.98574 -1.16133 -0.31074
69 H 5.27265 -1.18326 0.25522
70 H 6.81616 -1.85918 1.85950
71 C 3.18080 3.93016 0.94773
72 C 3.87827 4.29521 -0.34010
73 O 2.99692 4.53015 -1.48148
74 H 3.84282 3.83881 1.80709
75 H 2.66592 2.96442 0.90710
76 H 2.38899 4.64093 1.19497
77 H 4.65198 3.57858 -0.60846
78 H 4.35561 5.26204 -0.16033
79 H 2.89865 5.48420 -1.52348
80 C -5.18486 1.81821 1.23457
81 C -3.91752 1.38440 0.54551
82 O -3.24619 2.51224 -0.05442
83 H -5.85197 2.45406 0.65159
84 H -4.95658 2.32130 2.17472
85 H -5.78371 0.94148 1.49229
86 H -4.11629 0.65104 -0.23991
87 H -3.24371 0.96698 1.29532
88 H -2.32499 2.27067 -0.17009
89 C 1.36122 -6.67812 1.90799
90 C 1.13449 -5.19969 2.19101
91 O -0.20203 -4.82458 1.73829
92 H 1.46998 -6.90207 0.85131
93 H 0.56750 -7.25131 2.39289
94 H 2.24887 -6.98817 2.46473
95 H 1.80891 -4.50064 1.70025
96 H 1.13979 -4.99129 3.26282
97 H -0.79607 -5.47611 2.12923
98 C -3.22409 3.29900 -3.41133
99 C -4.43881 2.47531 -3.76892
100 O -4.87362 2.52899 -5.11939
101 H -2.35232 3.00787 -4.00590
102 H -2.92875 3.23466 -2.36727
103 H -3.51636 4.32680 -3.65901
104 H -5.21256 2.66719 -3.01097
105 H -4.27696 1.40430 -3.56051
106 H -4.44168 3.32825 -5.45516
107 C 0.41932 1.14720 -6.08175
108 C 0.75929 1.11128 -4.59241
109 O 2.07529 1.61376 -4.31742
110 H 1.27180 0.90999 -6.72101
111 H -0.00610 2.10400 -6.37797
112 H -0.32605 0.37582 -6.28159
113 H 0.71188 0.05403 -4.30246
114 H -0.03073 1.55351 -3.98833
115 H 2.64853 1.11512 -4.91198
116 C 1.00725 -3.66350 -2.32583
117 C 0.10939 -4.59976 -1.51393
118 O -0.90092 -3.86189 -0.82336
119 H 1.65675 -3.04688 -1.69598
120 H 0.47253 -2.94490 -2.94926
121 H 1.71240 -4.24345 -2.92780
122 H 0.75736 -5.10345 -0.79608
123 H -0.30070 -5.32717 -2.21765
124 H -1.58008 -3.80936 -1.52702



Record 3
Density functional theory data (ωB97M-V/def2-TZVPD) for Br6Na7 as an isolated structure in a non-equilibrium geometry.

Computed properties:
Net charge: +1
HOMO, eV: -8.60
Gap between HOMO and LUMO, hartree: 0.06759
Multiplicity: 1
Lowest unoccupied orbital energy, Ha: -0.24847

Element x y z (Å)
1 Na -5.22393 3.03069 16.80997
2 Na -2.44391 5.68863 16.84775
3 Na -1.95811 5.57446 10.46800
4 Na -6.18221 6.43613 12.20994
5 Na -4.74094 -0.00996 14.15002
6 Na -0.70737 2.53685 14.18730
7 Na -5.49035 1.07517 10.21770
8 Br -2.35592 1.99004 18.48755
9 Br -7.25379 1.45434 12.46073
10 Br -6.09054 0.12662 16.82774
11 Br -1.68967 -0.61075 14.47775
12 Br -8.09252 3.88767 16.30196
13 Br -3.63507 3.19573 14.26471



Record 4
Density functional theory data (ωB97M-V/def2-TZVPD) for a 2-piece molecular cluster, C3H8N5 overall in a non-equilibrium geometry.

Computed properties:
Net charge: +1
HOMO (spin up / spin down), eV: -13.36 / -14.22
Gap between HOMO and LUMO (spin up / spin down), hartree: 0.33670 / 0.30645
Multiplicity: 1
Lowest unoccupied orbital energy (spin up / spin down), Ha: -0.15435 / -0.21620

Element x y z (Å)
1 C 0.73662 -1.59474 -0.62346
2 C -0.94965 0.52644 -0.17295
3 C -1.14403 -0.79356 0.51939
4 N -0.25172 -1.89263 0.14171
5 N 1.02347 -0.31038 -1.02329
6 N 0.08859 0.57476 -0.94425
7 N -1.77110 1.52998 -0.12720
8 N 2.40403 0.37344 0.89091
9 H 1.54190 -2.33774 -1.07481
10 H -1.00666 -0.64169 1.64909
11 H -2.33034 -0.99718 0.56006
12 H 0.16481 1.51868 -1.54237
13 H -2.49854 1.43021 0.55282
14 H -1.83134 2.39980 -0.78721
15 H 2.50195 -0.51740 1.35291
16 H 3.32203 0.73201 0.62864



Record 5
Density functional theory data (ωB97M-V/def2-TZVPD) for C2H6OS in the gas phase in a non-equilibrium geometry.

Computed properties:
Structure (SMILES): C[C@H](O)S
HOMO, eV: -9.56
Gap between HOMO and LUMO, hartree: 0.37882
Multiplicity: 1
Lowest unoccupied orbital energy, Ha: 0.02757

Element x y z (Å)
1 C -0.81573 -0.65686 -0.35370
2 C 0.54247 0.14331 -0.39859
3 O 1.53885 -0.44358 0.47603
4 S 0.31380 1.90604 0.07532
5 H -1.23728 -0.65245 0.67280
6 H -0.49623 -1.62599 -0.47711
7 H -1.47157 -0.42269 -1.15611
8 H 0.85379 0.03310 -1.38850
9 H 1.22154 0.05558 1.28357
10 H -0.44965 1.66354 1.26630



Record 6
Density functional theory data (ωB97M-V/def2-TZVPD) for C17H12IN10Re as an isolated structure.

Computed properties:
⟨S²⟩: 0.757
Net charge: +1
HOMO (spin up / spin down), eV: -11.95 / -12.04
Gap between HOMO and LUMO (spin up / spin down), hartree: 0.24351 / 0.24766
Multiplicity: 2
Lowest unoccupied orbital energy (spin up / spin down), Ha: -0.19551 / -0.19476

Element x y z (Å)
1 Re -0.17723 -0.78060 -0.43781
2 N 0.90016 -0.00661 -3.61398
3 C 1.78659 0.11121 -2.58838
4 N 3.01053 0.55536 -2.68570
5 N 3.50047 0.51177 -1.42719
6 N 2.65102 0.06473 -0.60391
7 N 1.49531 -0.22386 -1.29428
8 C -0.35654 -0.50749 -3.46031
9 N -1.19591 -0.77521 -4.41400
10 N -2.31239 -1.23881 -3.77615
11 N -2.16416 -1.27976 -2.52732
12 N -0.90292 -0.78664 -2.23537
13 H 1.22193 0.19938 -4.54921
14 I -0.60704 -6.29931 1.34016
15 C 0.54390 -4.57725 1.32403
16 C 1.85377 -4.55573 1.80426
17 C 2.58473 -3.38305 1.74883
18 C 2.02816 -2.25268 1.17683
19 N 0.76088 -2.26703 0.73025
20 C 0.02474 -3.39412 0.84615
21 H 2.29893 -5.45399 2.21119
22 H 3.60008 -3.34790 2.11594
23 H 2.57324 -1.33039 1.03378
24 H -0.99169 -3.34505 0.46492
25 C -0.66493 4.90294 0.71590
26 C 0.11780 4.19056 -0.20868
27 C 0.04320 2.82313 -0.29146
28 C -0.82541 2.11470 0.55527
29 C -0.96291 0.69302 0.53757
30 C -1.87011 0.04130 1.36928
31 C -2.63834 0.75269 2.29314
32 C -2.50070 2.11985 2.34026
33 C -1.61823 2.82869 1.49107
34 C -1.51782 4.23680 1.55298
35 H -0.58705 5.98013 0.76032
36 H 0.78978 4.72989 -0.86245
37 H 0.65764 2.29094 -1.00648
38 H -2.00369 -1.04631 1.30930
39 H -3.32876 0.23928 2.94612
40 H -3.09168 2.69005 3.04678
41 H -2.12538 4.77533 2.26840



Record 7
Density functional theory data (ωB97M-V/def2-TZVPD) for C28H46BrFeN3P2S as an isolated structure in a non-equilibrium geometry.

Computed properties:
⟨S²⟩: 6.437
Net charge: +2
HOMO (spin up / spin down), eV: -12.11 / -12.25
Gap between HOMO and LUMO (spin up / spin down), hartree: 0.22997 / 0.14732
Multiplicity: 5
Lowest unoccupied orbital energy (spin up / spin down), Ha: -0.21508 / -0.30273

Element x y z (Å)
1 N -7.01016 5.49553 -5.48801
2 C -6.77967 6.08374 -4.30951
3 C -5.96910 5.51777 -3.30147
4 C -5.34699 4.27062 -3.52655
5 C -5.60313 3.66561 -4.77753
6 C -6.42944 4.30978 -5.71305
7 C -4.45105 3.67633 -2.53653
8 Fe -0.22587 0.18234 0.97672
9 P 5.64604 -0.76825 0.17326
10 C -3.60594 2.65639 -2.84791
11 C -2.63909 2.09185 -1.94136
12 C -1.47394 1.48239 -2.50505
13 C -0.36299 1.25072 -1.68604
14 C -0.54930 1.50219 -0.34551
15 C -1.67744 2.06223 0.30330
16 C -2.77039 2.31169 -0.54997
17 Br 1.93953 0.89804 0.54776
18 H -4.39373 4.12100 -1.53817
19 H -3.54529 2.31338 -3.88780
20 H -5.83579 6.07815 -2.37502
21 H -5.21313 2.69141 -5.09684
22 H -7.25573 7.05499 -4.16913
23 H -6.63898 3.87789 -6.68809
24 H -1.42819 1.35349 -3.58116
25 H -3.70144 2.76269 -0.18045
26 H 0.60814 0.94321 -2.07687
27 H -1.66982 2.37916 1.37321
28 P -0.70466 -1.90481 0.23535
29 C 5.36875 0.99750 0.38906
30 C 6.56790 1.83774 -0.09478
31 H 5.17351 1.16472 1.46093
32 H 4.47313 1.22793 -0.20386
33 H 6.44183 2.86772 0.25944
34 H 7.53923 1.47515 0.27477
35 H 6.62351 1.87212 -1.19166
36 C 5.03191 -1.21219 -1.46080
37 C 5.84732 -2.36260 -2.07519
38 H 5.11994 -0.31616 -2.09310
39 H 3.97888 -1.48646 -1.31077
40 H 5.58675 -2.45369 -3.13272
41 H 6.93119 -2.19765 -2.01693
42 H 5.62875 -3.32486 -1.60007
43 C 4.69969 -1.67576 1.40717
44 C 5.58696 -1.95523 2.64554
45 H 4.42155 -2.63837 0.92999
46 H 3.82759 -1.05010 1.66637
47 H 5.10753 -2.69850 3.30549
48 H 6.58150 -2.34864 2.35659
49 H 5.75333 -1.03818 3.23628
50 C -0.55451 -3.23512 1.48986
51 C -1.58713 -4.37044 1.45879
52 H -0.57480 -2.72430 2.46741
53 H 0.46693 -3.62967 1.35891
54 H -2.56161 -4.03959 1.83679
55 H -1.73304 -4.79176 0.45704
56 H -1.24525 -5.18588 2.10820
57 C 0.54330 -2.32373 -1.04056
58 C 0.11136 -2.34989 -2.50838
59 H 0.92805 -3.30860 -0.74236
60 H 1.34766 -1.58799 -0.88547
61 H -0.59212 -3.16713 -2.71190
62 H -0.34818 -1.41089 -2.84375
63 H 0.99863 -2.52005 -3.13211
64 C -2.32308 -2.03616 -0.57109
65 C -3.54487 -1.75334 0.31947
66 H -2.36824 -3.04467 -1.00509
67 H -2.28120 -1.31915 -1.40231
68 H -4.16764 -0.98099 -0.14921
69 H -4.16405 -2.65516 0.43313
70 H -3.28136 -1.39273 1.32603
71 S -1.51910 -0.07445 2.80509
72 C -0.75721 -0.33211 4.33604
73 N 0.22964 0.44629 4.82449
74 C 0.62265 0.08459 6.17312
75 C -0.23140 -1.14315 6.46831
76 N -1.02195 -1.27505 5.25985
77 H 0.57028 1.27086 4.34931
78 H 0.41066 0.90660 6.86854
79 H 1.69083 -0.14149 6.22309
80 H -0.85619 -0.98994 7.35929
81 H 0.39550 -2.02600 6.64388
82 H -1.80576 -1.94294 5.18622